# 1
8
Properties=species:S:1:pos:R:3:forces:R:3:lowdin_charge:R:1 method="wB97M-V/def2-TZVPD" gap_ev=4.69 total_energy_ev=-103377.504 charge=+1
O -1.631290 0.339269 0.287483 -1.4 -0.7 -0.9 -0.571
N -0.389945 0.547111 1.053567 0.2 0.3 0.1 -0.281
P 0.670089 -0.086017 -0.033505 0.4 -0.1 0.2 0.342
O 2.038366 -0.233209 0.802100 -0.2 0.0 -0.2 -0.311
Br 1.308925 1.471216 -1.528157 0.0 0.0 -0.1 0.226
H -1.324870 -0.515408 -0.171940 0.5 -0.4 0.3 -0.137
H 2.340296 -1.148404 0.865749 0.0 0.1 0.1 0.068
Ca -3.011570 -0.374557 -1.275298 0.5 0.9 0.6 1.663

=====

# 2
73
Properties=species:S:1:pos:R:3:forces:R:3:lowdin_charge:R:1 method="wB97M-V/def2-TZVPD" gap_ev=4.99 total_energy_ev=-44408.801 charge=-1
C -1.116153 1.045152 -0.601386 -0.2 1.3 0.1 -0.155
C -0.487805 1.327332 -2.125567 -0.6 -0.7 1.6 -0.248
C 0.647525 0.176036 -2.396950 -0.8 -0.5 -0.4 -0.232
C 1.663548 0.479903 -3.646767 0.5 0.1 0.6 -0.238
C 2.272778 2.000713 -3.697293 1.6 0.3 -0.8 -0.298
C 3.612148 2.211269 -2.717985 -3.3 -1.3 2.9 -0.205
C 3.028830 2.278215 -1.188239 -0.4 -0.9 1.5 -0.200
C 3.321101 1.112541 -0.023325 -2.6 3.7 1.3 -0.087
C 2.601985 1.367037 1.415077 0.6 0.6 -2.2 -0.191
N 1.701677 2.454913 1.891277 1.9 0.1 -4.3 -0.103
C 1.418787 3.542817 0.912528 2.8 -3.2 -3.0 -0.164
C 2.039405 3.470610 -0.588655 -0.2 -1.1 1.9 -0.078
H -1.949997 0.223959 -0.596627 1.8 1.3 0.0 0.054
H -0.264782 0.839377 0.195280 -1.7 0.3 -1.8 0.064
H -1.643994 2.050465 -0.233052 1.1 -2.1 -0.8 0.072
H -0.082244 2.427577 -2.089809 -0.6 -2.3 -0.3 0.076
H -1.408492 1.229703 -2.857142 2.0 0.3 1.2 0.102
H 1.192721 -0.083639 -1.377567 -0.9 0.9 -2.3 0.091
H 0.051709 -0.816268 -2.687074 1.2 2.0 0.6 0.106
H 2.598314 -0.247683 -3.498406 -2.0 1.5 -0.6 0.106
H 1.143537 0.243182 -4.671392 0.8 0.3 1.9 0.091
H 2.693479 2.152374 -4.804212 -1.0 -0.3 2.1 0.081
H 1.485389 2.857887 -3.541843 1.4 -1.8 -0.1 0.079
H 4.334916 1.294432 -2.878276 -1.5 1.5 0.7 0.024
H 3.997655 0.167032 -0.274014 -1.7 2.2 0.8 0.080
H 2.831371 0.519858 2.227691 -0.7 2.1 -1.8 0.077
H 0.705663 4.455008 1.187804 1.8 -2.4 -0.4 0.086
H 1.745997 4.349402 -1.333980 0.8 -2.0 1.7 0.074
C -3.800114 -5.329864 -1.857932 0.3 0.1 -0.1 -0.067
C -4.508190 -4.902731 -0.584136 -0.4 0.0 -0.6 -0.217
O -3.604972 -4.915265 0.527208 0.5 0.8 0.4 0.021
C -2.779081 -3.843368 0.622986 0.2 0.2 -0.4 -0.550
O -2.749297 -2.887609 -0.135757 -0.1 -1.3 1.1 0.094
O -1.971364 -4.029487 1.697719 -0.9 0.0 -0.8 -0.010
C -0.990711 -3.008060 1.865485 0.5 0.5 0.1 -0.043
H -3.300678 -6.293506 -1.716383 -0.2 0.0 0.0 0.080
H -4.509242 -5.414968 -2.685744 0.0 0.0 0.1 0.079
H -3.025581 -4.609306 -2.140190 -0.2 0.0 0.0 0.078
H -5.305030 -5.618619 -0.354277 0.3 0.1 0.3 0.123
H -4.980939 -3.919498 -0.694114 0.2 -0.1 0.1 0.116
H -1.448702 -2.013774 1.875430 0.1 -0.2 -0.2 0.095
H -0.239850 -3.079599 1.072807 -0.2 0.2 0.1 0.104
H -0.495399 -3.166716 2.827408 -0.3 -0.2 -0.2 0.095
C -9.965908 0.066580 -0.342334 0.0 -0.3 0.2 -0.073
C -8.799328 0.667585 -1.106700 -0.5 -0.1 -0.3 -0.223
O -7.657406 0.816314 -0.255267 0.7 -0.7 0.1 0.024
C -6.937607 -0.312817 -0.038047 0.1 -0.3 0.2 -0.545
O -7.171384 -1.416333 -0.504582 0.3 1.4 0.5 0.101
O -5.923290 -0.008195 0.810753 -1.1 0.0 -0.9 0.001
C -5.132889 -1.132295 1.191284 0.4 -0.5 0.1 -0.046
H -10.172900 0.646231 0.562781 0.0 0.1 -0.2 0.080
H -10.865467 0.043356 -0.963327 0.1 0.0 0.0 0.077
H -9.742740 -0.955844 -0.020429 0.0 0.1 -0.2 0.075
H -9.070592 1.671002 -1.452906 0.3 -0.1 0.2 0.122
H -8.550843 0.076581 -1.996252 0.1 0.0 0.3 0.124
H -4.771721 -1.680349 0.315127 -0.2 0.2 0.2 0.072
H -5.712432 -1.789782 1.846335 0.0 0.0 -0.2 0.102
H -4.265684 -0.765734 1.747513 -0.3 0.2 -0.2 0.101
C 6.939451 1.794742 0.566038 0.2 0.2 0.0 -0.061
C 6.580792 0.902958 1.741817 -0.8 0.4 -0.7 -0.224
O 7.754376 0.532304 2.474181 0.8 0.6 1.3 0.017
C 8.232903 1.471394 3.328204 -0.6 0.4 -0.6 -0.552
O 7.752187 2.575775 3.526470 0.8 -1.6 -0.1 0.109
O 9.356986 0.978954 3.907890 -0.6 0.2 -0.2 -0.015
C 10.012688 1.904383 4.772051 0.2 0.2 0.3 -0.062
H 7.706878 1.322621 -0.055441 -0.2 -0.1 0.0 0.079
H 6.058795 1.997828 -0.049252 0.0 -0.1 0.1 0.063
H 7.350325 2.750928 0.906136 -0.2 -0.1 0.0 0.076
H 6.131822 -0.024694 1.370102 0.3 0.0 0.2 0.115
H 5.842047 1.377163 2.398873 0.3 0.0 -0.1 0.121
H 9.322144 2.311223 5.517766 0.1 0.0 -0.3 0.095
H 10.462634 2.708984 4.182632 -0.2 0.0 0.1 0.097
H 10.810251 1.372311 5.297973 -0.2 -0.1 -0.3 0.089

=====

# 3
93
Properties=species:S:1:pos:R:3:forces:R:3:mulliken_spin:R:1 method="wB97M-V/def2-TZVPD" gap_ev="6.62 / 7.24" s_squared=0.759 total_energy_ev=-79072.787 spin_multiplicity=2 charge=0
Ti 0.363126 -0.561615 1.131425 -0.2 2.6 0.8 0.011
C 1.545169 4.822782 -1.690902 0.1 0.1 -0.5 0.000
N 2.300336 3.573136 -1.623820 0.1 -0.3 0.1 0.000
C 3.781541 3.704491 -1.926863 -1.2 0.6 0.3 0.000
C 1.915355 2.831547 -0.435592 0.3 -1.5 0.7 -0.002
C 2.397621 1.342533 -0.474439 0.0 0.6 0.3 -0.005
N 1.998452 0.574610 0.716669 -2.2 -1.4 -0.3 0.037
C 2.674349 0.635813 1.926625 0.9 -0.1 1.6 -0.204
C 1.987923 0.434109 3.155965 3.2 2.0 -0.3 0.865
F 0.325376 -0.316260 3.046770 -3.0 -1.3 -1.9 0.088
C 2.632050 0.476861 4.347806 2.5 -0.3 -1.7 0.053
F 2.050705 0.308705 5.514921 -1.0 -0.2 1.1 0.006
C 4.049892 0.667269 4.398001 -2.0 1.0 1.0 0.027
C 4.727948 0.978496 3.260041 0.4 -1.0 -0.8 -0.017
F 6.060484 1.259636 3.369865 -0.9 -0.1 -0.6 -0.002
C 4.073534 0.792681 2.019267 -0.6 0.3 0.1 0.070
F 4.724022 0.756014 0.835080 1.1 0.2 0.5 0.009
H 1.763894 5.538348 -0.874140 -0.2 -0.3 0.1 0.000
H 1.892895 5.325061 -2.595957 -0.4 0.1 -0.1 0.000
H 0.428978 4.636423 -1.758920 1.3 0.1 0.1 0.000
H 4.374172 3.756350 -0.980986 -0.3 0.1 -0.6 0.000
H 4.170373 2.824515 -2.536139 -0.6 1.3 0.6 0.000
H 3.838612 4.723633 -2.447238 0.5 -1.7 0.4 0.000
H 2.387870 3.147000 0.518739 -0.2 0.8 -0.2 0.002
H 0.807038 2.856255 -0.287772 0.8 0.1 -0.2 0.000
H 1.965039 0.844283 -1.347568 0.4 0.0 0.0 -0.001
H 3.502479 1.379429 -0.464687 -0.8 -0.2 -0.8 -0.002
H 4.424879 0.858087 5.394679 0.5 -0.2 -0.1 0.007
C -0.483333 1.198339 -4.488494 1.0 -0.3 -0.2 0.000
C -0.891271 0.238022 -3.433676 -0.3 -1.9 1.9 0.000
C -1.489883 -1.045488 -3.624145 0.5 1.0 1.2 0.000
C -1.853318 -1.896829 -2.567831 0.1 0.2 0.5 0.000
C -2.557171 -3.243698 -2.713451 1.7 -0.5 -0.5 0.000
C -1.595784 -1.470814 -1.273199 -0.3 0.6 1.3 -0.002
C -1.110619 -0.129013 -0.989965 -1.2 -2.9 -1.5 0.002
C -0.675167 0.614881 -2.095289 -0.2 -0.1 0.3 0.006
N -1.193626 0.310936 0.336718 1.8 -0.1 1.9 0.008
C -2.414888 0.961396 0.870702 -1.7 0.4 0.3 -0.008
C -3.655605 0.097097 0.481018 0.6 0.8 -1.2 -0.001
C -4.954282 0.740972 0.955672 0.0 0.0 0.9 0.000
C -5.138666 2.149892 0.378810 -1.5 0.4 -0.4 0.000
C -4.016028 3.077187 0.772510 1.1 -1.0 -1.0 0.000
C -3.914009 3.204821 2.262724 0.0 -0.8 0.7 0.001
C -3.677209 1.790805 2.893427 -1.6 0.1 -0.1 0.007
C -4.873722 0.872059 2.488315 -0.2 -0.4 1.9 0.000
C -2.426127 1.063148 2.418990 1.5 3.2 -1.1 0.014
C -2.699904 2.428761 0.250685 0.5 -1.2 1.1 0.000
H 0.433769 0.871304 -5.042729 -0.8 0.2 0.3 0.000
H -0.235311 2.126645 -3.974692 0.0 0.2 -0.3 0.000
H -1.307915 1.349938 -5.164622 -0.1 0.2 -0.5 0.000
H -1.597687 -1.437329 -4.587813 -0.4 -0.2 -1.6 0.000
H -2.935080 -3.385959 -3.723958 0.0 0.0 0.0 0.000
H -3.365160 -3.388987 -2.016356 -0.3 0.3 0.3 0.000
H -1.820409 -4.075123 -2.495367 -0.7 0.8 -0.3 0.000
H -1.859883 -2.181785 -0.418269 0.3 1.3 -1.1 0.000
H -0.107936 1.496087 -1.854991 -0.2 0.7 -0.2 0.000
H -3.614035 -0.953981 0.775863 0.3 0.1 0.3 0.000
H -3.556497 0.123354 -0.610696 -0.7 -0.4 -0.1 0.000
H -5.806232 0.087641 0.725624 0.1 0.2 -0.2 0.000
H -6.061804 2.618614 0.777266 0.1 -0.5 -0.1 0.000
H -5.284355 2.138942 -0.722446 0.3 -0.2 0.5 0.000
H -4.125498 4.049209 0.288583 -0.1 0.0 0.0 0.000
H -4.811277 3.625236 2.730626 -0.2 -0.1 -0.3 0.000
H -3.145469 3.921518 2.497984 0.7 0.1 0.3 0.000
H -3.750819 1.949669 3.991544 0.6 -0.4 -0.5 0.001
H -5.817267 1.323785 2.930176 0.8 -0.7 -0.6 0.000
H -4.675352 -0.144924 3.043981 -0.6 1.6 -1.2 0.000
H -2.307130 0.119874 2.855999 0.1 -1.4 0.8 0.004
H -1.578331 1.729188 2.704563 -0.1 -0.7 0.0 -0.002
H -1.877394 3.074706 0.521502 0.5 0.2 0.0 0.000
H -2.693919 2.299242 -0.817718 -0.2 0.1 -0.6 0.000
C 4.348710 -3.619748 -1.299787 -0.6 -1.5 0.1 0.000
N 2.903280 -3.837923 -1.549299 1.4 -0.9 -1.3 0.000
C 2.642328 -4.379024 -2.870234 -0.7 -0.8 -0.9 0.000
C 1.985221 -2.872292 -1.052365 -0.5 0.3 1.9 -0.002
C 1.271966 -3.457213 0.207928 0.3 -1.3 0.3 0.002
C 1.425678 -4.848100 0.596707 0.2 1.3 -0.3 0.000
C 0.935352 -5.307860 1.817841 0.1 0.7 -1.0 0.000
C 0.237239 -4.395416 2.577624 -1.0 -1.5 2.4 0.008
C 0.032841 -3.092287 2.240769 0.0 0.2 -0.3 0.016
C 0.501281 -2.614904 1.007788 0.8 0.6 0.1 0.004
H 4.902910 -4.604611 -1.178406 -0.9 0.9 -0.2 0.000
H 4.475886 -3.094655 -0.366586 0.0 0.3 0.2 0.000
H 4.843898 -3.104471 -2.113010 0.1 0.5 -0.3 0.000
H 3.378783 -5.159515 -3.199727 -0.4 0.6 0.8 0.000
H 2.706134 -3.602829 -3.671728 -0.3 -0.3 0.3 0.000
H 1.631716 -4.923827 -2.936894 1.2 1.1 0.2 0.000
H 1.132866 -2.575004 -1.674404 0.4 -0.2 -0.8 0.001
H 2.507451 -1.900328 -0.783532 -0.5 -1.0 -0.1 0.000
H 1.974400 -5.551887 -0.019840 0.1 0.4 -0.1 0.000
H 1.132901 -6.318068 2.170168 -0.2 0.2 -0.2 0.000
H -0.221940 -4.729419 3.538823 0.6 0.2 -0.7 0.000
H -0.391401 -2.480166 3.029775 -0.3 0.2 -0.4 0.001

=====

# 4
109
Properties=species:S:1:pos:R:3:forces:R:3:lowdin_charge:R:1 method="wB97M-V/def2-TZVPD" gap_ev=9.07 total_energy_ev=-55595.118 charge=0
C 5.033168 1.884086 -0.607828 -0.2 1.9 0.7 -0.084
C 5.935738 3.149886 -0.655428 0.7 -0.7 -1.3 -0.271
O 5.776248 3.997186 -1.839328 0.3 -1.0 0.5 -0.099
H 4.027478 2.303856 -0.629808 -0.5 -0.7 -0.2 0.059
H 5.169528 1.399736 0.359082 0.0 0.0 0.1 0.070
H 5.230638 1.144046 -1.383358 0.0 0.4 -0.2 0.071
H 6.920648 2.685876 -0.707878 0.5 0.7 -0.3 0.100
H 5.957388 3.849336 0.180282 -0.6 -0.6 0.5 0.107
H 4.842648 4.102016 -2.036798 -0.1 -0.1 0.2 0.051
C 1.330928 2.864846 -3.253898 -0.6 0.3 0.0 -0.069
C 2.645238 2.670896 -4.035678 -1.1 -1.0 3.0 -0.299
O 2.300858 1.982416 -5.217818 0.7 1.0 -0.8 -0.071
H 1.327828 3.147936 -2.201308 0.9 0.1 -0.1 0.039
H 0.673658 1.995376 -3.242498 0.4 -0.5 -0.4 0.058
H 0.713898 3.622336 -3.737208 0.1 0.2 -0.2 0.082
H 3.325878 2.011166 -3.497558 0.1 -0.1 0.5 0.096
H 3.200388 3.607426 -4.088708 -0.3 0.2 -0.9 0.115
H 2.952728 2.383886 -5.797018 -0.2 -0.6 -1.1 0.095
C 5.110898 -2.826004 -2.463868 -0.2 0.8 -0.2 -0.062
C 4.704418 -2.445214 -3.873658 -0.4 -1.5 -0.3 -0.352
O 4.761668 -1.074854 -4.019128 0.1 1.7 -0.3 -0.069
H 5.466228 -3.853114 -2.380838 -0.1 0.1 0.2 0.079
H 4.317698 -2.556694 -1.766438 -0.1 -0.5 0.1 0.038
H 5.885708 -2.096574 -2.227888 0.5 -0.4 0.1 0.077
H 3.694048 -2.721404 -4.175268 -0.2 -0.7 0.5 0.093
H 5.334328 -2.949904 -4.606198 0.4 0.1 -0.1 0.108
H 3.887568 -0.801914 -4.307318 0.1 0.4 0.1 0.051
C -0.256472 4.712486 -0.681808 0.3 -1.9 -4.4 -0.128
C -0.273792 5.387206 0.553952 0.1 1.6 3.0 -0.342
O -0.036252 6.765606 0.296252 -1.1 1.1 0.6 -0.072
H -1.114822 4.937176 -1.314928 -0.5 0.0 0.3 0.097
H -0.136152 3.630876 -0.742888 -0.1 -0.1 0.7 0.056
H 0.523348 5.120856 -1.324628 0.5 -0.1 0.2 0.076
H 0.362448 4.987346 1.343512 0.6 -0.1 -0.2 0.118
H -1.258072 5.320446 1.017452 -0.2 0.4 0.0 0.116
H 0.850858 7.089256 0.123382 0.2 -0.9 0.1 0.086
C -4.077792 3.701896 4.857862 0.8 -0.7 0.6 -0.094
C -3.697052 2.858426 3.625342 -2.0 0.5 1.0 -0.277
O -4.940462 2.805286 2.857802 1.2 -0.4 -0.5 -0.107
H -4.787512 3.189246 5.507162 -0.2 -0.3 -0.3 0.069
H -4.552882 4.656006 4.629702 0.4 0.1 -0.3 0.071
H -3.203922 3.828106 5.497032 0.2 0.4 0.0 0.067
H -3.488272 1.826656 3.908112 0.0 0.1 0.0 0.097
H -2.809762 3.240136 3.120252 -0.3 0.1 -0.4 0.099
H -4.972462 3.586836 2.301232 -0.1 0.1 0.0 0.072
C 1.749818 -4.598784 -1.543178 -0.8 1.7 0.7 -0.076
C 0.810828 -3.862824 -2.498548 0.4 -1.2 0.1 -0.306
O -0.115132 -4.861004 -2.979468 -0.5 1.4 -0.7 -0.081
H 1.052748 -4.749674 -0.718908 0.5 -1.3 0.3 0.082
H 2.513788 -3.953244 -1.109898 0.2 0.1 -0.3 0.051
H 2.220768 -5.455484 -2.025218 -0.3 -0.1 0.3 0.082
H 1.402668 -3.264754 -3.191458 -0.1 -0.6 -1.1 0.070
H 0.194608 -3.083344 -2.050468 -0.1 -0.3 0.6 0.098
H 0.194358 -5.766984 -3.050298 0.7 0.3 0.2 0.075
C -6.367942 -5.283184 3.173802 -0.3 -1.0 1.2 -0.105
C -5.658262 -4.032474 2.769352 1.5 -0.5 0.4 -0.400
C -4.311192 -3.897994 3.689212 -0.6 0.4 -0.7 -0.143
O -3.436842 -2.884964 3.253592 1.1 1.0 0.0 -0.260
C -3.581142 -1.586424 3.858582 -0.6 -0.6 -1.4 -0.068
N -5.296242 -4.214514 1.363832 0.6 -0.1 0.1 0.037
H -7.281722 -5.478684 2.612662 0.0 0.2 -0.1 0.078
H -6.624832 -5.294614 4.233032 -0.3 0.3 0.2 0.075
H -5.732672 -6.165034 3.090802 0.2 0.1 -0.5 0.080
H -6.364252 -3.203974 2.826562 0.3 0.5 0.8 0.127
H -3.657162 -4.769354 3.656202 -0.7 -0.6 -0.5 0.126
H -4.405882 -3.710264 4.758742 -1.2 -0.2 0.2 0.118
H -3.266822 -1.514384 4.899792 -0.1 -0.2 0.0 0.097
H -4.621582 -1.316874 3.677112 -0.2 0.4 0.7 0.096
H -2.994762 -0.929294 3.216362 0.3 0.2 0.4 0.078
H -6.138642 -4.238354 0.807162 -0.1 -0.1 0.0 0.074
H -4.756602 -3.434744 1.016192 0.1 0.1 -0.1 0.024
C 2.321288 -0.845224 -0.641848 1.6 0.7 -2.1 -0.087
C 1.417018 -0.256914 0.351432 -2.7 -2.0 -0.8 -0.401
C 0.079808 0.204086 -0.288678 0.9 2.0 1.3 -0.118
O -0.767162 0.595456 0.845972 0.9 -0.8 -1.6 -0.238
C -1.980952 1.110356 0.400952 -0.8 0.7 0.0 -0.089
N 1.023708 -1.423534 1.134072 -0.2 -0.3 2.5 0.050
H 3.180378 -1.327024 -0.175018 -0.2 -0.2 0.1 0.082
H 2.738248 -0.097164 -1.316118 0.2 0.4 0.0 0.070
H 1.831278 -1.503024 -1.359688 -0.2 -0.4 0.4 0.062
H 1.901068 0.523166 0.939032 -0.3 -0.1 0.2 0.133
H -0.471322 -0.471544 -0.942818 0.3 -0.6 0.3 0.113
H 0.321898 1.070346 -0.904378 -0.4 0.5 -0.1 0.108
H -2.363252 0.451526 -0.378728 -0.5 0.3 0.0 0.083
H -1.893412 2.146516 0.074132 0.4 0.1 -0.7 0.084
H -2.680962 1.248566 1.224952 0.0 -0.7 0.2 0.083
H 0.367098 -2.021764 0.653352 0.5 -0.3 -1.2 0.075
H 0.332668 -1.116894 1.803802 0.3 0.4 1.0 0.060
O -1.668712 -0.337524 -3.169858 0.8 0.5 -0.3 -0.047
H -2.060912 -1.079484 -3.630198 0.3 -0.5 -0.6 0.056
H -0.787562 -0.265994 -3.536868 0.6 0.1 -0.1 0.029
O 3.064768 0.019096 3.589902 0.3 0.4 -0.1 -0.038
H 3.491768 -0.509274 2.915562 0.1 -0.2 -0.2 0.041
H 2.687998 -0.621094 4.193592 -0.3 0.0 0.1 0.056
O -3.775702 -1.388544 -2.343428 -0.8 -0.4 -0.2 -0.059
H -3.071502 -0.800174 -2.615748 -0.7 0.4 0.9 -0.055
H -3.411902 -1.870704 -1.600858 0.0 -0.2 0.4 0.012
O 1.472548 -0.795424 -4.098598 -0.1 -0.1 0.4 -0.036
H 1.500498 -1.505814 -4.739528 -0.1 -0.3 -0.2 0.049
H 1.622248 -0.002144 -4.612918 0.1 0.7 -0.3 0.015
O 0.051608 1.457826 3.116162 -0.2 0.1 1.1 -0.067
H 0.847108 1.920936 2.853612 0.3 0.4 0.1 -0.032
H -0.235712 1.005626 2.322942 -0.2 -0.1 -0.4 -0.040
O -3.687762 -1.816654 0.801362 0.1 0.4 -1.0 -0.046
H -4.246522 -1.076974 1.039852 -0.2 0.3 -0.1 0.057
H -3.330582 -2.125824 1.633862 0.2 -0.6 0.5 -0.003
O 2.516848 2.807996 2.798462 0.0 0.5 -0.5 -0.054
H 2.660738 3.221316 3.649752 0.0 0.1 0.2 0.055
H 2.817028 1.906646 2.915502 0.3 -0.6 0.3 -0.010